# 1
95
Properties=species:S:1:pos:R:3:lowdin_charge:R:1 method="wB97M-V/def2-TZVPD" spin_multiplicity=1 charge=+3 homo_lumo_gap_ev=7.0261 e_tot_ev=-147021.3411
Y -0.00420 -0.07800 -0.21813 1.23
O -2.27024 -3.67751 -3.59414 0.08
C -1.53255 -2.88356 -4.41863 -0.26
C -1.49335 -3.23405 -5.76349 0.01
C -0.76100 -2.47491 -6.65578 -0.05
C -0.05349 -1.35850 -6.22034 -0.07
C -0.08290 -1.01698 -4.88147 -0.04
C -0.81988 -1.76901 -3.97164 -0.12
C -0.81256 -1.43217 -2.50473 -0.39
O 0.06113 -0.41808 -2.13123 -0.34
N -2.19234 -1.07830 -2.08249 0.03
N -2.24941 -0.31725 -0.95206 -0.08
C -3.32537 0.30734 -0.64418 -0.16
C -3.46452 1.10994 0.54246 -0.53
Br -1.80518 1.36466 1.54666 0.88
C -4.56126 1.71927 1.01615 -0.06
C -5.91455 1.54425 0.50650 -0.23
C -6.78267 2.64223 0.54404 -0.02
C -8.07078 2.52915 0.05585 -0.04
C -8.52323 1.31301 -0.44090 -0.04
C -7.68655 0.20325 -0.43516 -0.05
C -6.39006 0.31520 0.03195 -0.04
H -2.39665 -3.28272 -2.72472 0.09
H -2.04704 -4.10780 -6.08064 0.13
H -0.74112 -2.75605 -7.69989 0.12
H 0.52212 -0.77138 -6.92253 0.11
H 0.48570 -0.17279 -4.51161 0.10
H -0.55933 -2.35657 -1.95450 0.13
H -2.86041 -0.86988 -2.81774 0.16
H -4.20559 0.26319 -1.28459 0.14
H -4.44421 2.40010 1.85341 0.12
H -6.44134 3.58379 0.95733 0.12
H -8.73298 3.38377 0.07871 0.12
H -9.53614 1.22087 -0.80835 0.12
H -8.05654 -0.75611 -0.77041 0.12
H -5.76399 -0.56692 0.09856 0.12
O 1.66461 0.50007 1.04790 -0.68
S 1.88319 0.76866 2.55767 1.07
C 1.23241 -0.70042 3.45884 -0.28
C 2.17656 -1.87302 3.69181 -0.20
C 2.47162 -2.72410 2.44942 -0.19
C 1.36644 -3.73164 2.10825 -0.28
S 0.52147 -3.43782 0.53646 1.12
O 0.02127 -1.98782 0.67967 -0.63
C 1.90156 -3.35422 -0.59889 -0.38
C 2.37969 -4.56424 -1.08574 -0.05
C 3.38920 -4.55530 -2.03501 -0.03
C 3.88891 -3.35008 -2.51108 -0.03
C 3.39519 -2.14606 -2.02748 -0.04
C 2.40173 -2.14494 -1.06117 -0.11
C 3.63374 0.62616 2.82661 -0.42
C 4.10872 1.10938 4.04048 -0.08
C 5.46044 0.98907 4.32036 -0.03
C 6.31339 0.41352 3.38616 -0.03
C 5.82311 -0.03925 2.16776 -0.04
C 4.47038 0.06384 1.87711 -0.08
H 0.35032 -0.99245 2.88469 0.07
H 0.89248 -0.27476 4.40499 0.11
H 1.73437 -2.49775 4.47147 0.13
H 3.11630 -1.50878 4.10548 0.11
H 3.39595 -3.27453 2.61832 0.13
H 2.66400 -2.06850 1.59772 0.08
H 0.55370 -3.73579 2.83855 0.11
H 1.73872 -4.75447 2.02751 0.11
H 1.96619 -5.50485 -0.73987 0.13
H 3.77219 -5.49076 -2.41891 0.13
H 4.65787 -3.34941 -3.27148 0.12
H 3.78539 -1.20884 -2.40157 0.12
H 2.03599 -1.19559 -0.68624 0.05
H 3.43471 1.57034 4.75414 0.12
H 5.84768 1.35507 5.26123 0.13
H 7.36871 0.32708 3.60634 0.12
H 6.49680 -0.47497 1.44238 0.12
H 4.07751 -0.28261 0.92939 0.10
C 0.89848 4.83196 -0.94095 -0.04
C 0.61069 3.50246 -0.20329 -0.14
N 0.41806 2.39899 -1.16142 -0.21
C -0.70367 2.72519 -2.06466 -0.12
C -0.42010 4.02728 -2.85070 -0.03
N 0.91496 4.54532 -2.41052 -0.08
C 1.98411 3.54647 -2.72728 -0.04
C 1.64985 2.24348 -1.96475 -0.12
H 1.86216 5.25794 -0.66913 0.15
H 0.13035 5.57996 -0.75494 0.15
H -0.28484 3.60120 0.40612 0.09
H 1.43735 3.24294 0.45669 0.12
H -1.60861 2.83555 -1.46634 0.12
H -0.84337 1.88825 -2.74813 0.12
H -1.16149 4.79875 -2.65289 0.15
H -0.37653 3.85877 -3.92491 0.15
H 1.11357 5.41080 -2.91404 0.20
H 2.93932 3.97030 -2.42391 0.15
H 1.99867 3.40100 -3.80552 0.15
H 2.46602 1.98023 -1.29084 0.13
H 1.49818 1.41882 -2.66051 0.11

=====

# 2
95
Properties=species:S:1:pos:R:3:lowdin_charge:R:1 method="wB97M-V/def2-TZVPD" spin_multiplicity=1 charge=+3 homo_lumo_gap_ev=7.4988 e_tot_ev=-147022.2406
Y 0.17493 0.17117 -0.36085 1.37
O -0.93978 -1.66523 -5.58586 0.06
C 0.21054 -0.93044 -5.71838 -0.26
C 0.97340 -0.93681 -6.87555 0.01
C 2.12636 -0.17042 -6.94610 -0.05
C 2.51479 0.60408 -5.86272 -0.07
C 1.74101 0.59973 -4.70997 -0.04
C 0.59035 -0.16809 -4.61749 -0.10
C -0.30170 -0.14650 -3.39021 -0.34
O 0.21564 0.61759 -2.35357 -0.33
N -0.54963 -1.51607 -2.86798 0.05
N -0.01692 -1.83489 -1.68289 -0.10
C 0.05104 -3.05062 -1.28587 -0.16
C 0.53906 -3.41014 0.03653 -0.55
Br 1.66943 -2.06364 0.88550 0.84
C 0.37660 -4.54769 0.70800 -0.08
C -0.52052 -5.63540 0.29537 -0.23
C -1.76497 -5.38973 -0.29105 -0.05
C -2.58658 -6.44183 -0.65914 -0.06
C -2.17392 -7.75163 -0.44810 -0.05
C -0.94625 -8.00452 0.15185 -0.05
C -0.13015 -6.95470 0.53404 -0.02
H -1.17484 -2.07499 -6.42676 0.13
H 0.66065 -1.53658 -7.72319 0.13
H 2.71384 -0.17254 -7.85402 0.12
H 3.40134 1.22079 -5.92856 0.10
H 2.00140 1.23962 -3.87571 0.08
H -1.28113 0.23688 -3.69038 0.16
H -0.74422 -2.24424 -3.54555 0.14
H -0.26459 -3.87673 -1.91995 0.15
H 0.94611 -4.70272 1.61848 0.12
H -2.10743 -4.36850 -0.42155 0.10
H -3.55439 -6.24284 -1.09987 0.11
H -2.81504 -8.57376 -0.73600 0.12
H -0.63031 -9.02373 0.32892 0.12
H 0.82270 -7.15578 1.00974 0.12
O -0.48574 2.10558 0.59511 -0.66
S -1.36511 3.34159 0.29146 1.08
C -3.09955 2.80096 0.36160 -0.29
C -3.71759 2.55221 1.72990 -0.20
C -3.23259 1.28473 2.44011 -0.21
C -3.86300 0.01058 1.86879 -0.29
S -2.69782 -1.30990 1.48348 1.08
O -1.67687 -0.61861 0.56811 -0.65
C -1.89328 -1.55435 3.03730 -0.40
C -0.86009 -0.74337 3.48946 -0.10
C -0.30347 -1.00315 4.73064 -0.05
C -0.78286 -2.05823 5.50206 -0.03
C -1.81114 -2.86570 5.03452 -0.04
C -2.36864 -2.62356 3.78792 -0.07
C -1.24053 4.36420 1.73278 -0.42
C -0.79495 3.85576 2.94498 -0.08
C -0.76996 4.69663 4.04746 -0.04
C -1.19419 6.01742 3.92850 -0.03
C -1.62883 6.51131 2.70571 -0.04
C -1.64548 5.68533 1.59077 -0.07
H -3.12653 1.92836 -0.29806 0.10
H -3.61670 3.61382 -0.15568 0.11
H -4.80060 2.50142 1.58979 0.14
H -3.54408 3.41953 2.36694 0.11
H -3.47724 1.35774 3.49882 0.13
H -2.14579 1.23059 2.37592 0.06
H -4.37714 0.17702 0.91873 0.10
H -4.58075 -0.45424 2.54837 0.11
H -0.49914 0.08300 2.88681 0.08
H 0.49909 -0.38117 5.10496 0.12
H -0.34676 -2.25150 6.47301 0.12
H -2.17343 -3.68852 5.63544 0.13
H -3.15728 -3.26040 3.40298 0.12
H -0.47319 2.82432 3.02300 0.10
H -0.42753 4.32229 5.00300 0.12
H -1.17934 6.66518 4.79495 0.12
H -1.94665 7.54133 2.61641 0.13
H -1.97054 6.06640 0.62864 0.12
C 4.73013 1.31869 -1.51573 -0.03
C 3.41889 0.56391 -1.20085 -0.13
N 2.50771 1.40170 -0.38333 -0.22
C 3.15613 1.72216 0.90318 -0.12
C 4.50897 2.43974 0.67077 -0.03
N 4.67198 2.64339 -0.80870 -0.08
C 3.53462 3.46127 -1.34804 -0.03
C 2.23123 2.66635 -1.11012 -0.13
H 4.85012 1.51712 -2.57853 0.14
H 5.61037 0.78914 -1.15895 0.15
H 3.63311 -0.35168 -0.65277 0.10
H 2.90359 0.29402 -2.12178 0.11
H 3.31676 0.79950 1.45914 0.12
H 2.48074 2.35380 1.47924 0.13
H 5.35623 1.85150 1.01567 0.15
H 4.54798 3.41636 1.14715 0.14
H 5.54574 3.14350 -0.97545 0.20
H 3.72555 3.63811 -2.40410 0.15
H 3.54129 4.41715 -0.82899 0.15
H 1.74103 2.41652 -2.04881 0.11
H 1.53634 3.25406 -0.51487 0.11

=====

Number 1: E_HOMO -14.523 eV. Number 2: E_HOMO -14.607 eV.